No. 1
Formula: CH4OS3
Source: the OMol25 dataset
Level of theory: ωB97M-V/def2-TZVPD

As for the SMILES: CSSSO. The HOMO-LUMO gap comes out at 0.3402 Eh. Its charge is 0. As for the energy: -35654.4392 eV.

Each line ends with the natural charge from an NBO analysis.
Positions of all 9 atoms, in Å:
C -0.14 -0.81 1.15  -0.784
O -0.43 0.14 -2.00  -0.870
S 1.04 0.42 1.46  0.138
S 0.99 0.97 -1.72  0.395
S 0.50 1.82 0.11  -0.065
H 0.10 -1.53 1.92  0.235
H 0.16 -1.43 0.29  0.229
H -1.04 -0.27 1.05  0.236
H -1.18 0.69 -2.26  0.487

***

No. 2
Formula: C5H12N
Source: the OMol25 dataset
Level of theory: ωB97M-V/def2-TZVPD

As for the SMILES: C=C(C)CC[NH3+]. The HOMO-LUMO gap comes out at 0.3737 Eh. Its charge is +1. As for the energy: -6861.9522 eV.

Each line ends with the natural charge from an NBO analysis.
Positions of all 18 atoms, in Å:
C -0.53 1.62 -0.51  -0.484
C 0.41 0.66 -0.66  0.063
C 1.89 1.12 -0.43  -0.663
C 0.17 -0.86 -0.73  -0.490
C -0.33 -1.47 0.59  -0.209
N -1.55 -0.72 1.15  -0.703
H -1.55 1.57 -0.80  0.213
H -0.07 2.58 -0.30  0.228
H 2.30 1.53 -1.39  0.251
H 2.57 0.26 -0.17  0.224
H 1.81 1.94 0.39  0.234
H -0.41 -1.13 -1.60  0.246
H 1.06 -1.49 -0.97  0.261
H 0.42 -1.57 1.38  0.241
H -0.70 -2.41 0.27  0.232
H -1.87 -1.03 2.10  0.452
H -2.33 -0.90 0.53  0.438
H -1.29 0.29 1.15  0.466

***

No. 3
Formula: C30H79BClN10O8P4
Source: the OMol25 dataset
Level of theory: ωB97M-V/def2-TZVPD

The HOMO-LUMO gap comes out at 0.2475 Eh. Its charge is +1. As for the energy: -114023.9319 eV.

Each line ends with the Mulliken charge.
Positions of all 133 atoms, in Å:
C -4.69 -2.38 -0.70  -1.342
C -4.43 -1.07 0.06  -0.073
C -2.95 -0.90 0.41  -0.359
O -2.35 0.31 -0.07  -0.380
C -2.27 0.46 -1.46  1.019
B -3.36 1.37 -2.18  1.170
O -4.14 2.21 -1.45  -0.676
O -3.44 1.27 -3.54  -0.825
C -4.75 1.35 -4.13  -0.437
C -5.57 0.07 -3.94  -0.861
C -1.99 -0.76 -2.31  -1.216
N -0.79 -0.87 -2.69  0.592
P 0.00 -2.12 -3.73  0.447
O 0.30 -1.27 -5.07  -0.548
O -1.30 -3.00 -4.13  -0.537
C 0.09 0.20 -2.16  -0.252
C -0.91 1.26 -1.73  -0.184
C -0.36 2.08 -0.57  -1.423
C 0.33 3.34 -1.14  1.008
C -0.68 4.49 -1.34  -1.344
Cl 1.65 3.87 -0.06  -0.201
H -5.72 -2.70 -0.52  0.439
H -4.51 -2.30 -1.77  0.219
H -4.08 -3.17 -0.26  0.372
H -4.85 -0.20 -0.44  0.215
H -4.98 -1.16 1.00  0.322
H -2.87 -0.84 1.49  0.511
H -2.40 -1.81 0.13  0.116
H -4.11 1.99 -0.51  0.311
H -5.27 2.24 -3.76  0.313
H -4.59 1.52 -5.19  0.389
H -5.94 -0.28 -4.90  0.369
H -4.99 -0.74 -3.51  0.110
H -6.45 0.28 -3.33  0.310
H -2.75 -1.47 -2.62  0.875
H -0.42 -0.68 -5.35  0.356
H -1.51 -2.92 -5.07  0.335
H 0.58 -0.25 -1.29  0.428
H 0.85 0.51 -2.86  -1.006
H -1.13 1.97 -2.53  0.481
H -1.13 2.43 0.11  0.461
H 0.40 1.54 0.00  0.485
H 0.77 3.10 -2.11  0.036
H -0.56 4.95 -2.32  0.314
H -1.70 4.10 -1.26  0.211
H -0.55 5.25 -0.58  0.487
O -4.43 1.58 2.81  -0.982
P -3.94 2.32 4.03  1.133
N -4.80 1.36 5.20  0.063
C -5.09 1.78 6.56  -0.850
C -4.47 -0.06 5.18  -0.975
N -4.72 3.83 3.84  0.231
C -5.69 4.33 4.80  -1.272
C -5.17 4.12 2.48  -0.884
N -2.74 2.86 5.14  -0.062
C -2.17 4.21 4.91  -0.976
C -1.59 1.92 5.17  -0.968
H -4.20 1.84 7.20  0.285
H -5.77 1.04 7.00  0.394
H -5.61 2.72 6.60  0.183
H -3.54 -0.29 5.72  0.349
H -4.38 -0.42 4.16  0.054
H -5.27 -0.63 5.66  0.400
H -6.59 3.71 4.85  0.342
H -5.98 5.34 4.51  0.431
H -5.25 4.43 5.79  0.385
H -6.11 3.61 2.23  0.293
H -4.42 3.84 1.75  0.138
H -5.33 5.20 2.39  0.368
H -1.78 4.34 3.89  0.298
H -1.35 4.35 5.61  0.389
H -2.90 4.99 5.11  0.305
H -1.06 1.90 4.21  0.306
H -1.92 0.91 5.40  0.226
H -0.88 2.23 5.94  0.399
O 3.46 -0.03 -1.99  -0.143
P 4.75 0.64 -2.34  0.237
N 4.80 1.72 -0.99  0.452
C 5.63 2.91 -0.91  -0.980
C 4.75 1.08 0.32  -1.195
N 4.37 1.48 -3.78  0.119
C 4.48 2.93 -3.87  -1.166
C 3.17 1.03 -4.46  -0.855
N 6.46 0.66 -2.59  -0.051
C 6.94 0.48 -3.98  -0.982
C 7.12 -0.40 -1.78  -0.954
H 6.70 2.70 -0.84  0.265
H 5.34 3.48 -0.03  0.395
H 5.47 3.58 -1.75  0.219
H 5.72 0.68 0.64  0.308
H 4.03 0.26 0.32  0.094
H 4.42 1.80 1.08  0.435
H 3.78 3.44 -3.20  0.200
H 4.27 3.24 -4.90  0.453
H 5.49 3.26 -3.66  0.414
H 2.25 1.43 -4.00  0.042
H 3.09 -0.05 -4.48  0.258
H 3.20 1.38 -5.50  0.451
H 6.54 -0.42 -4.46  0.327
H 8.03 0.39 -3.94  0.389
H 6.71 1.34 -4.59  0.303
H 6.83 -1.40 -2.10  0.366
H 6.87 -0.29 -0.72  0.197
H 8.20 -0.30 -1.87  0.405
O 0.37 -4.93 1.10  -0.858
P 1.83 -4.90 0.85  0.292
N 2.55 -4.54 2.34  0.125
C 3.93 -4.12 2.49  -0.619
C 2.16 -5.42 3.44  -1.121
N 1.98 -3.56 -0.21  0.395
C 2.90 -2.44 0.00  -1.437
C 0.74 -2.98 -0.68  -0.712
N 3.07 -5.81 0.11  0.095
C 3.15 -5.77 -1.36  -0.862
C 2.95 -7.24 0.50  -0.939
H 4.66 -4.91 2.27  0.269
H 4.09 -3.81 3.52  0.418
H 4.17 -3.25 1.88  0.068
H 2.70 -6.38 3.43  0.339
H 1.09 -5.64 3.39  0.310
H 2.36 -4.94 4.39  0.374
H 2.67 -1.87 0.90  0.398
H 2.85 -1.78 -0.86  0.282
H 3.94 -2.78 0.03  0.707
H 0.29 -2.30 0.07  0.438
H -0.01 -3.72 -0.96  0.582
H 1.01 -2.40 -1.57  -0.414
H 2.20 -6.02 -1.85  0.327
H 3.90 -6.50 -1.68  0.397
H 3.48 -4.80 -1.72  0.152
H 2.03 -7.69 0.11  0.356
H 2.95 -7.35 1.58  0.210
H 3.79 -7.80 0.11  0.388

***

No. 4
Formula: C4H2FN3
Source: the OMol25 dataset
Level of theory: ωB97M-V/def2-TZVPD

The HOMO-LUMO gap (alpha / beta) comes out at 0.2477 / 0.2276 Eh. Its charge is 0. As for the spin multiplicity: 3. As for the energy: -11357.2877 eV.

Each line ends with the Mulliken spin population.
Positions of all 10 atoms, in Å:
C -0.13 -0.08 1.66  0.401
C 0.14 -1.45 -0.45  0.252
C -0.34 1.01 0.91  0.305
C 0.42 -0.46 -1.25  0.018
N 0.14 -1.32 1.81  0.469
N 0.17 -2.06 0.61  0.058
N -0.63 2.21 0.80  0.429
F -0.76 2.47 -0.70  0.045
H -0.42 0.21 -1.61  0.010
H 1.40 -0.53 -1.78  0.013

***

No. 5
Formula: C14H20N2O2
Source: the OMol25 dataset
Level of theory: ωB97M-V/def2-TZVPD

As for the SMILES: CC(C)NC[C@@H](O)COc1cccc2[nH]ccc12. The HOMO-LUMO gap comes out at 0.3156 Eh. Its charge is 0. As for the energy: -21917.5965 eV.

Each line ends with the natural charge from an NBO analysis.
Positions of all 38 atoms, in Å:
C -1.24 -1.85 1.62  -0.630
H -1.39 -1.00 2.29  0.205
H -1.33 -2.76 2.20  0.208
C -2.25 -1.83 0.47  -0.041
N -2.16 -0.65 -0.37  -0.642
H -1.20 -0.50 -0.64  0.371
C -2.68 0.57 0.22  -0.224
C -2.32 1.78 -0.65  0.080
C -0.88 2.26 -0.38  -0.081
H -0.78 2.49 0.68  0.183
O 0.01 1.24 -0.77  -0.528
C 1.30 1.28 -0.31  0.408
C 1.90 2.36 0.31  -0.354
C 3.23 2.29 0.74  -0.189
C 3.99 1.16 0.58  -0.269
C 3.39 0.07 -0.04  0.151
N 3.89 -1.17 -0.34  -0.518
C 2.92 -1.90 -0.96  -0.028
C 1.78 -1.16 -1.08  -0.296
C 2.06 0.11 -0.50  -0.168
H 0.86 -1.46 -1.54  0.226
H 3.11 -2.91 -1.27  0.213
H 4.82 -1.49 -0.13  0.413
H 5.01 1.12 0.93  0.213
H 3.65 3.16 1.22  0.213
H 1.36 3.27 0.46  0.218
H -0.68 3.18 -0.96  0.168
O -3.23 2.81 -0.36  -0.710
H -3.07 3.56 -0.95  0.469
H -2.40 1.47 -1.71  0.170
H -3.78 0.50 0.25  0.204
H -2.33 0.76 1.24  0.161
C -2.06 -3.06 -0.42  -0.603
H -2.75 -3.02 -1.26  0.217
H -2.23 -3.97 0.14  0.203
H -1.04 -3.08 -0.81  0.196
H -3.27 -1.85 0.89  0.182
H -0.22 -1.78 1.22  0.207

***

No. 6
Formula: C60H160N16O28
Source: the OMol25 dataset
Level of theory: ωB97M-V/def2-TZVPD

The HOMO-LUMO gap comes out at 0.3074 Eh. Its charge is 0. As for the energy: -145972.2163 eV.

Each line ends with the Mulliken charge.
Positions of all 264 atoms, in Å:
C -7.82 -2.17 2.05  0.617
O -7.12 -2.91 1.42  -0.502
N -8.94 -2.48 2.58  -0.435
N -7.51 -0.95 2.41  -0.121
H -9.28 -1.85 3.29  0.098
H -9.45 -3.35 2.47  0.241
H -6.61 -0.52 2.29  -0.079
H -8.23 -0.42 2.88  0.165
C 0.94 -2.43 -3.69  0.537
O 1.01 -1.22 -4.08  -0.757
N 1.99 -3.17 -3.52  -0.245
N -0.12 -2.96 -3.27  0.878
H 1.98 -4.10 -3.13  0.039
H 2.89 -2.72 -3.68  0.251
H -0.17 -3.86 -2.82  -0.050
H -1.01 -2.55 -3.52  -0.166
C -4.34 -0.09 1.38  0.397
O -5.15 0.57 1.96  -0.925
N -3.38 0.42 0.62  0.366
N -4.37 -1.37 1.42  0.693
H -2.56 -0.15 0.72  -0.224
H -3.39 1.42 0.78  0.233
H -3.53 -1.90 1.23  -0.731
H -5.11 -1.76 1.98  -0.006
C -5.25 -7.81 -0.66  0.823
O -4.88 -7.85 0.54  -0.685
N -6.34 -7.19 -0.97  -0.366
N -4.61 -8.32 -1.67  -0.421
H -6.72 -7.32 -1.89  0.136
H -6.91 -6.78 -0.25  0.215
H -3.62 -8.49 -1.58  0.206
H -5.14 -8.20 -2.52  0.159
C 4.55 5.02 -5.19  -0.844
O 3.57 5.51 -4.20  -0.486
C 3.47 4.77 -2.97  0.380
C 4.74 4.81 -2.07  -0.656
N 4.42 4.22 -0.72  0.237
C 5.68 4.23 0.01  -0.783
C 5.49 3.91 1.48  0.399
O 4.69 4.91 2.20  0.269
C 5.35 6.13 2.57  -1.089
H 5.51 5.45 -4.92  0.292
H 4.32 5.46 -6.17  0.322
H 4.72 3.95 -5.30  0.339
H 3.02 3.81 -3.19  0.477
H 2.64 5.20 -2.41  -0.812
H 5.14 5.82 -2.00  0.268
H 5.48 4.21 -2.58  0.614
H 3.64 4.65 -0.25  -0.165
H 6.10 5.24 0.04  0.302
H 6.42 3.50 -0.32  0.460
H 6.46 3.99 1.97  0.721
H 5.06 2.92 1.65  -1.111
H 5.53 6.72 1.67  0.260
H 6.34 5.99 3.01  0.385
H 4.68 6.69 3.21  0.278
C -8.70 3.90 6.54  -0.679
O -7.87 3.23 5.61  -0.310
C -7.06 4.07 4.78  -0.685
C -5.70 4.48 5.36  -0.429
N -4.61 3.55 5.46  -0.351
C -4.17 2.92 4.22  -0.839
C -2.87 2.18 4.35  0.026
O -1.79 3.05 4.57  -0.419
C -0.48 2.40 4.66  -0.652
H -8.13 4.73 6.96  0.307
H -8.87 3.15 7.32  0.232
H -9.64 4.17 6.06  0.252
H -7.67 4.91 4.45  0.374
H -6.81 3.61 3.82  0.325
H -5.98 4.89 6.34  0.315
H -5.30 5.32 4.79  0.424
H -3.74 3.88 5.85  0.279
H -4.10 3.75 3.52  0.342
H -4.97 2.29 3.84  0.228
H -2.82 1.59 3.44  -0.022
H -2.87 1.43 5.14  0.386
H -0.01 2.05 3.74  0.030
H -0.53 1.68 5.47  0.515
H 0.19 3.15 5.07  0.297
C -1.66 -6.40 -3.30  -0.609
O -0.27 -6.16 -3.14  -0.234
C 0.49 -7.29 -2.66  -0.681
C 1.64 -6.89 -1.77  -0.748
N 2.63 -6.24 -2.64  -0.248
C 3.64 -5.62 -1.83  0.538
C 5.02 -5.28 -2.55  -0.909
O 5.96 -6.42 -2.48  -0.414
C 6.79 -6.34 -1.31  -0.632
H -2.01 -5.48 -3.77  0.128
H -2.15 -6.47 -2.33  0.163
H -1.86 -7.25 -3.95  0.481
H 0.84 -7.90 -3.49  0.217
H -0.07 -7.84 -1.89  0.414
H 2.00 -7.83 -1.34  0.545
H 1.21 -6.29 -0.97  0.298
H 3.09 -6.99 -3.14  0.322
H 3.98 -6.14 -0.94  0.644
H 3.21 -4.68 -1.48  -0.720
H 5.50 -4.36 -2.20  0.323
H 4.85 -5.13 -3.62  0.409
H 7.17 -7.35 -1.17  0.305
H 6.35 -6.05 -0.36  0.186
H 7.67 -5.72 -1.52  0.291
C 7.16 10.47 -3.80  -0.674
O 5.76 10.16 -3.50  -0.390
C 5.40 8.91 -2.84  -0.527
C 3.90 8.66 -2.71  -0.083
N 3.51 8.20 -1.40  -0.335
C 2.12 7.95 -1.29  -0.518
C 1.75 7.55 0.14  -0.896
O 2.00 6.18 0.24  0.425
C 1.85 5.64 1.55  -1.029
H 7.34 11.24 -4.55  0.251
H 7.69 9.54 -4.02  0.283
H 7.63 10.90 -2.91  0.270
H 5.80 8.79 -1.84  0.310
H 5.86 8.08 -3.38  0.197
H 3.59 7.80 -3.31  0.025
H 3.31 9.48 -3.12  0.550
H 3.82 7.26 -1.22  0.021
H 1.82 7.21 -2.03  0.151
H 1.68 8.93 -1.48  0.509
H 0.72 7.84 0.35  0.422
H 2.34 8.19 0.79  0.323
H 2.47 6.15 2.29  0.223
H 2.11 4.59 1.64  -0.060
H 0.82 5.71 1.90  0.589
C 8.76 0.26 1.55  -0.804
O 7.66 0.81 2.16  -0.234
C 6.97 0.00 3.18  -1.004
C 5.62 0.67 3.47  0.220
N 4.84 -0.05 4.56  -0.512
C 3.62 0.78 4.78  0.374
C 3.87 2.21 5.25  0.174
O 4.60 2.17 6.51  -0.412
C 3.85 2.24 7.72  -0.742
H 9.54 0.02 2.27  0.302
H 9.35 0.91 0.90  0.254
H 8.41 -0.62 1.01  0.308
H 7.61 -0.07 4.06  0.461
H 6.90 -1.02 2.81  0.376
H 5.07 0.74 2.53  -0.452
H 5.93 1.65 3.84  0.660
H 5.35 -0.02 5.43  0.417
H 3.08 0.24 5.57  0.436
H 2.95 0.64 3.94  -0.712
H 2.94 2.77 5.32  0.282
H 4.56 2.75 4.61  -0.217
H 3.27 1.32 7.74  0.305
H 3.15 3.08 7.72  0.281
H 4.47 2.17 8.61  0.277
C -3.93 -4.73 0.36  -0.443
O -2.84 -3.88 0.60  -0.042
C -2.42 -3.10 -0.54  -0.684
C -1.14 -2.28 -0.13  -0.706
N -1.29 -1.63 1.20  1.294
C 0.02 -1.12 1.65  -1.719
C 0.53 0.13 0.88  -0.042
O 1.80 0.50 1.35  -0.014
C 2.25 1.81 1.15  -0.353
H -4.82 -4.17 0.06  0.109
H -4.12 -5.17 1.33  0.459
H -3.71 -5.47 -0.41  -0.180
H -3.24 -2.40 -0.70  -0.229
H -2.35 -3.72 -1.43  0.642
H -0.90 -1.63 -0.97  0.071
H -0.40 -3.07 -0.19  0.626
H -1.40 -2.36 1.89  -0.365
H 0.76 -1.92 1.76  0.087
H -0.17 -0.81 2.68  0.553
H -0.18 0.95 1.00  0.056
H 0.54 0.11 -0.21  0.310
H 1.80 2.37 1.97  0.202
H 1.90 2.26 0.22  0.174
H 3.33 1.89 1.06  -0.024
C 1.62 2.65 -8.31  -0.865
O 1.69 2.75 -6.96  -0.205
C 0.61 2.04 -6.22  -0.758
C 0.75 2.20 -4.76  -0.515
N -0.23 1.40 -4.07  0.219
C -0.24 1.64 -2.58  -0.014
C -0.45 3.10 -2.06  -0.681
O -0.28 3.02 -0.70  0.328
C -0.86 4.11 0.03  -0.706
H 0.75 3.27 -8.53  0.360
H 1.56 1.66 -8.75  0.280
H 2.41 3.19 -8.84  0.244
H 0.63 1.03 -6.62  0.435
H -0.35 2.49 -6.50  0.354
H 0.65 3.23 -4.40  0.435
H 1.75 2.02 -4.36  0.249
H 0.10 0.47 -4.28  0.096
H 0.78 1.41 -2.28  0.405
H -0.88 0.99 -1.97  -0.385
H -1.45 3.43 -2.35  0.266
H 0.25 3.79 -2.52  0.137
H -0.46 5.06 -0.31  0.122
H -0.62 3.88 1.07  0.042
H -1.94 4.22 -0.05  0.377
C -6.19 -4.69 -6.86  -0.769
O -6.39 -4.31 -5.55  -0.451
C -5.19 -4.06 -4.83  -0.441
C -5.54 -3.79 -3.37  -0.662
N -5.71 -2.34 -3.17  0.220
C -6.21 -2.07 -1.79  0.019
C -6.62 -0.63 -1.54  -0.707
O -7.69 -0.24 -2.38  -0.486
C -8.40 0.87 -1.84  -0.785
H -5.91 -5.75 -6.90  0.286
H -5.40 -4.11 -7.35  0.299
H -7.08 -4.64 -7.48  0.292
H -4.69 -3.17 -5.22  0.323
H -4.55 -4.93 -4.95  0.534
H -4.78 -4.17 -2.69  -0.105
H -6.49 -4.19 -3.01  0.791
H -6.52 -1.97 -3.66  0.525
H -5.42 -2.32 -1.09  -0.700
H -7.01 -2.76 -1.51  0.515
H -5.76 0.04 -1.57  0.286
H -6.80 -0.68 -0.47  0.451
H -9.06 1.20 -2.64  0.309
H -7.72 1.68 -1.60  0.289
H -8.99 0.47 -1.02  0.282
C -2.49 -1.06 -4.33  1.572
C -3.42 0.09 -3.91  -0.381
O -4.62 0.05 -4.62  -0.756
O -2.81 -2.28 -3.72  -0.305
H -1.52 -0.81 -3.92  -1.205
H -2.45 -1.32 -5.38  0.247
H -2.93 1.01 -4.22  0.332
H -3.60 0.17 -2.84  -0.057
H -5.09 -0.72 -4.30  0.350
H -3.76 -2.33 -3.62  -0.505
C 3.86 -3.53 1.01  -0.051
C 3.86 -2.23 1.79  0.380
O 4.48 -2.36 3.10  -0.742
O 5.15 -4.03 0.73  -0.428
H 3.25 -3.30 0.13  -0.041
H 3.28 -4.26 1.58  0.089
H 2.88 -1.80 2.00  -0.465
H 4.46 -1.43 1.37  0.552
H 4.48 -1.53 3.58  0.304
H 5.67 -3.71 1.47  0.306
C 2.79 -5.12 4.33  -0.331
C 1.97 -3.82 4.67  0.346
O 0.75 -4.01 5.34  -0.588
O 2.05 -5.96 3.43  -0.508
H 3.22 -5.49 5.26  0.346
H 3.62 -4.75 3.72  0.107
H 1.70 -3.49 3.67  -0.463
H 2.64 -3.07 5.09  0.501
H 0.96 -4.21 6.26  0.325
H 1.21 -6.07 3.87  0.339
C -1.91 -5.57 3.03  -0.533
C -2.26 -4.22 3.74  -0.052
O -1.19 -3.35 3.72  -0.424
O -0.91 -6.23 3.78  -0.470
H -1.40 -5.44 2.08  0.036
H -2.76 -6.24 2.84  0.474
H -2.60 -4.37 4.77  0.583
H -3.08 -3.72 3.24  -0.180
H -0.47 -3.91 4.03  0.203
H -1.31 -6.58 4.58  0.284

***

Please write out number 5 again, unchanged.
Formula: C14H20N2O2
Source: the OMol25 dataset
Level of theory: ωB97M-V/def2-TZVPD

As for the SMILES: CC(C)NC[C@@H](O)COc1cccc2[nH]ccc12. The HOMO-LUMO gap comes out at 0.3156 Eh. Its charge is 0. As for the energy: -21917.5965 eV.

Each line ends with the natural charge from an NBO analysis.
Positions of all 38 atoms, in Å:
C -1.24 -1.85 1.62  -0.630
H -1.39 -1.00 2.29  0.205
H -1.33 -2.76 2.20  0.208
C -2.25 -1.83 0.47  -0.041
N -2.16 -0.65 -0.37  -0.642
H -1.20 -0.50 -0.64  0.371
C -2.68 0.57 0.22  -0.224
C -2.32 1.78 -0.65  0.080
C -0.88 2.26 -0.38  -0.081
H -0.78 2.49 0.68  0.183
O 0.01 1.24 -0.77  -0.528
C 1.30 1.28 -0.31  0.408
C 1.90 2.36 0.31  -0.354
C 3.23 2.29 0.74  -0.189
C 3.99 1.16 0.58  -0.269
C 3.39 0.07 -0.04  0.151
N 3.89 -1.17 -0.34  -0.518
C 2.92 -1.90 -0.96  -0.028
C 1.78 -1.16 -1.08  -0.296
C 2.06 0.11 -0.50  -0.168
H 0.86 -1.46 -1.54  0.226
H 3.11 -2.91 -1.27  0.213
H 4.82 -1.49 -0.13  0.413
H 5.01 1.12 0.93  0.213
H 3.65 3.16 1.22  0.213
H 1.36 3.27 0.46  0.218
H -0.68 3.18 -0.96  0.168
O -3.23 2.81 -0.36  -0.710
H -3.07 3.56 -0.95  0.469
H -2.40 1.47 -1.71  0.170
H -3.78 0.50 0.25  0.204
H -2.33 0.76 1.24  0.161
C -2.06 -3.06 -0.42  -0.603
H -2.75 -3.02 -1.26  0.217
H -2.23 -3.97 0.14  0.203
H -1.04 -3.08 -0.81  0.196
H -3.27 -1.85 0.89  0.182
H -0.22 -1.78 1.22  0.207